Below is a 2-piece molecular cluster, C5H8N overall at a distorted geometry, with properties calculated with ωB97M-V/def2-TZVPD.

As for the total charge: +1. The value obtained for the LUMO energy is -6.486 eV. The orbital gap is 9.410 eV. The total energy is -6791.9952 eV. The energy relative to the best compared isomer or geometry (same formula, charge and spin) comes out at 587.9 kJ/mol. The HOMO energy comes out at -0.584 hartree.

Positions of all 14 atoms, in Å:
H: 0.32713 1.76267 1.31089
C: -0.21578 -0.21655 0.61990
C: -1.13195 0.80522 -1.15026
H: 0.09305 -2.01521 1.85644
H: -0.70458 0.01509 -1.85808
H: -2.23723 0.59909 -1.08921
H: 1.29468 0.82682 0.36392
H: 1.13544 0.35732 2.19656
H: -1.52188 -1.47130 1.38724
N: -0.96391 -3.29751 -0.89579
C: -0.88447 -2.45650 -0.12379
C: -0.53189 -1.62486 1.00508
H: -0.63870 1.78165 -1.05909
C: 0.69035 0.77071 1.23015